[1]
DFT (wB97M-V/def2-TZVPD) results for a gas-phase ion, C17H27Br2N4O5S (charge +1) in a non-equilibrium geometry.

For the molar mass, the calculation gives 559.30 g mol⁻¹. The value obtained for the HOMO energy is -0.44849 hartree. As for the gap between HOMO and LUMO: 8.4138 eV. As for the SMILES: CC[C@@H](Br)[C@]1(OC#N)[C@@H](N=C(C)C)[C@@](Br)(CC)[NH2+][C@@]1(CCCS(=O)(=O)O)N=C=O. The value obtained for the energy above the lowest of the compared OMol25 structures with the same formula, charge and spin is 0.0 kcal/mol. Its charge is +1. The total energy is -6804.95306 a.u.

```
56
Properties=species:S:1:pos:R:3:forces:R:3
C -2.034 -2.698 -2.091 -1.2 0.1 0.4
C -1.732 -2.762 -0.549 -0.1 -1.0 0.0
C -0.409 -2.072 -0.031 -1.2 -0.6 0.1
Br 0.952 -3.528 0.196 -0.3 0.9 -0.2
C 0.122 -0.799 -0.774 1.3 2.3 2.7
O 0.329 -0.726 -2.182 1.3 -3.0 -0.3
C 1.035 -1.761 -2.707 -0.4 1.9 1.1
N 1.776 -2.520 -3.149 -0.4 -0.2 -0.2
C 1.425 -0.312 0.081 0.0 -0.9 1.4
N 2.736 -0.826 -0.309 -0.1 2.8 0.7
C 3.675 -0.643 0.570 1.0 -0.4 -0.2
C 3.657 -1.056 2.079 0.2 1.3 0.4
C 5.023 0.020 0.057 0.1 -1.7 -0.2
C 1.461 1.290 0.142 1.5 0.0 -0.5
Br 1.978 2.097 1.914 -0.1 -0.8 -0.3
C 2.375 2.103 -0.851 -1.1 0.5 -1.5
C 2.407 1.572 -2.339 0.8 0.3 -0.4
N -0.030 1.579 0.155 1.0 0.0 0.9
C -0.828 0.535 -0.537 -3.1 -2.5 -1.1
C -2.131 0.373 0.357 -0.4 -0.4 -0.2
C -2.937 1.711 0.643 -0.5 -0.5 0.8
C -3.656 1.634 2.080 1.1 0.8 -1.1
S -4.534 0.053 2.368 -5.3 -0.3 1.9
O -5.592 0.349 3.340 2.6 0.2 -0.6
O -5.162 -0.506 1.177 3.0 0.3 0.5
O -3.502 -1.007 3.135 0.1 1.6 -1.5
N -1.398 0.747 -1.890 0.6 3.1 0.5
C -1.430 1.932 -2.258 -0.6 -0.5 0.4
O -1.539 3.051 -2.548 0.3 -0.6 -0.2
H -2.989 -3.286 -2.264 1.1 0.6 0.2
H -2.289 -1.634 -2.361 0.5 -1.1 -0.1
H -1.261 -3.167 -2.756 -0.5 0.7 0.8
H -2.609 -2.384 0.066 1.0 -0.2 -0.9
H -1.658 -3.859 -0.275 0.0 1.4 -0.2
H -0.615 -1.760 1.038 0.5 -0.2 -1.3
H 1.167 -0.559 1.166 0.0 0.0 -1.1
H 4.130 -2.062 2.270 -0.5 1.0 -0.7
H 2.648 -1.053 2.569 0.9 -0.1 -0.6
H 4.288 -0.295 2.639 -0.7 -1.0 -0.5
H 5.015 0.083 -1.069 -0.2 0.0 1.2
H 5.160 1.050 0.494 -0.3 -1.1 -0.2
H 5.912 -0.625 0.342 -0.9 0.9 -0.1
H 1.936 3.154 -0.900 0.5 -1.1 0.3
H 3.431 2.249 -0.489 -1.3 -0.6 0.0
H 3.000 2.332 -2.940 -0.7 -0.8 0.7
H 1.404 1.491 -2.837 0.9 0.1 0.6
H 2.962 0.593 -2.444 -0.8 1.0 0.3
H -0.253 2.583 0.094 -0.1 -0.3 -0.8
H -0.237 1.388 1.157 0.0 0.2 -0.5
H -2.831 -0.295 -0.230 0.9 0.6 0.9
H -1.924 -0.125 1.346 0.1 0.4 -1.0
H -3.763 1.826 -0.108 1.0 0.0 0.6
H -2.329 2.655 0.666 -0.5 -0.8 -0.1
H -2.946 1.882 2.927 -0.8 -0.6 -0.8
H -4.432 2.450 2.080 0.4 -1.2 0.3
H -2.954 -0.464 3.741 -0.5 -0.5 -0.1
```
Forces are in eV/Å.

---

[2]
DFT (wB97M-V/def2-TZVPD) results for C3H3NO2 in the gas phase in a non-equilibrium geometry.

For the molar mass, the calculation gives 85.06 g mol⁻¹. The value obtained for the HOMO energy is -0.40834 hartree. As for the gap between HOMO and LUMO: 10.4631 eV. As for the SMILES: N#CC(=O)CO. The value obtained for the energy above the lowest of the compared OMol25 structures with the same formula, charge and spin is 51.5 kcal/mol. Its charge is 0. The total energy is -321.29554 a.u.

```
9
Properties=species:S:1:pos:R:3:forces:R:3
C -1.275 0.266 0.313 -0.6 -0.7 1.0
C 0.182 0.703 0.043 -0.8 0.0 -0.1
C 1.125 -0.420 0.052 1.3 -1.2 -0.1
H -1.366 -1.853 0.226 -0.5 2.6 -1.3
H -1.485 0.285 1.467 0.6 -0.4 -2.0
H -1.907 1.093 -0.070 0.2 -0.9 -0.2
N 1.865 -1.310 0.052 -0.8 0.9 0.1
O -1.606 -1.030 -0.354 1.0 0.1 2.3
O 0.545 1.824 -0.200 -0.3 -0.5 0.3
```
Forces are in eV/Å.

---

[3]
DFT (wB97M-V/def2-TZVPD) results for C8H15N in the gas phase in a non-equilibrium geometry.

For the molar mass, the calculation gives 125.21 g mol⁻¹. The value obtained for the HOMO energy is -0.28401 hartree. As for the gap between HOMO and LUMO: 8.6940 eV. As for the SMILES: CC(C)=CN1CC1(C)C. The value obtained for the energy above the lowest of the compared OMol25 structures with the same formula, charge and spin is 78.6 kcal/mol. Its charge is 0. The total energy is -368.44748 a.u.

```
24
Properties=species:S:1:pos:R:3:forces:R:3
C 0.712 0.874 -0.218 -0.5 2.4 0.7
C -1.809 1.527 -0.341 2.7 -1.2 2.4
C 1.814 0.131 -0.146 1.7 -1.0 -0.6
C -1.804 0.073 -0.007 2.4 0.2 0.2
C 3.237 0.700 0.022 -3.6 1.8 -0.1
C 1.902 -1.349 -0.217 -2.3 -2.0 0.2
C -2.362 -0.958 -0.866 0.0 0.4 -3.0
C -1.746 -0.353 1.420 3.0 2.9 0.3
N -0.635 0.676 -0.616 0.8 -0.1 -0.4
H 0.896 1.951 0.017 -0.1 -0.7 -0.4
H -1.697 2.294 0.425 -0.1 -0.4 0.4
H -2.249 1.908 -1.160 -1.7 0.9 -3.0
H 3.857 0.584 -0.841 0.1 0.6 -0.8
H 3.698 0.198 0.768 1.6 -2.1 2.5
H 3.052 1.661 0.503 0.8 0.7 -0.9
H 1.037 -1.703 -0.871 0.3 0.0 1.5
H 1.926 -1.774 0.885 -0.3 0.4 -2.3
H 2.677 -1.855 -0.792 0.9 0.8 0.3
H -3.386 -1.020 -0.549 -0.7 -1.1 -0.3
H -1.719 -1.861 -0.835 -0.8 0.2 0.3
H -2.270 -0.584 -1.956 -0.6 -0.7 1.6
H -2.459 0.240 1.865 -2.0 0.8 1.7
H -0.782 -0.009 1.936 -1.0 -0.6 -0.9
H -1.888 -1.353 1.575 -0.4 -2.5 0.3
```
Forces are in eV/Å.

---

[4]
DFT (wB97M-V/def2-TZVPD) results for a molecular structure, ClNi in a non-equilibrium geometry.

For the molar mass, the calculation gives 94.15 g mol⁻¹. The spin multiplicity is 4. The value obtained for the HOMO energy (alpha / beta) is -0.31575 / -0.38605 hartree. As for the gap between HOMO and LUMO (alpha / beta): 8.7818 / 7.8170 eV. The expectation value of S² is 3.7540. The value obtained for the energy above the lowest of the compared OMol25 structures with the same formula, charge and spin is 2.9 kcal/mol. Its charge is 0. The total energy is -1968.40340 a.u.

```
2
Properties=species:S:1:pos:R:3:forces:R:3
Ni 0.509 -0.724 -0.805 -0.8 1.1 1.2
Cl -0.509 0.724 0.805 0.8 -1.1 -1.2
```
Forces are in eV/Å.

---

[5]
DFT (wB97M-V/def2-TZVPD) results for C4H2Cl2OS in the gas phase in a non-equilibrium geometry.

For the molar mass, the calculation gives 169.03 g mol⁻¹. The value obtained for the HOMO energy is -0.31620 hartree. As for the gap between HOMO and LUMO: 9.1533 eV. As for the SMILES: Sc1occ(Cl)c1Cl. The value obtained for the energy above the lowest of the compared OMol25 structures with the same formula, charge and spin is 21.3 kcal/mol. Its charge is 0. The total energy is -1547.37163 a.u.

```
10
Properties=species:S:1:pos:R:3:forces:R:3
C -0.982 -0.458 0.031 -3.7 -1.6 0.3
C 0.776 -1.561 -0.255 0.9 -3.8 1.4
C 1.161 -0.293 -0.112 1.4 -0.6 -0.2
C -0.056 0.479 0.008 2.2 -1.2 0.0
H -2.912 -1.603 0.634 0.3 1.9 -0.8
H 1.371 -2.518 -0.142 -0.7 1.6 -0.5
O -0.579 -1.757 -0.064 1.7 2.1 -0.8
S -2.718 -0.299 0.059 -0.7 -1.4 0.8
Cl 2.908 -0.096 0.125 -1.3 0.8 -0.3
Cl -0.304 2.094 -0.064 -0.2 2.2 0.1
```
Forces are in eV/Å.

---

[6]
DFT (wB97M-V/def2-TZVPD) results for C5H12NO2PS in the gas phase in a non-equilibrium geometry.

For the molar mass, the calculation gives 181.20 g mol⁻¹. The value obtained for the HOMO energy is -0.35456 hartree. As for the gap between HOMO and LUMO: 10.2255 eV. As for the SMILES: CC[P@](=O)(NC(C)=O)SC. The value obtained for the energy above the lowest of the compared OMol25 structures with the same formula, charge and spin is 0.0 kcal/mol. Its charge is 0. The total energy is -1142.56194 a.u.

```
22
Properties=species:S:1:pos:R:3:forces:R:3
O 2.525 -0.250 1.431 0.7 0.6 -0.4
O -0.886 -0.349 -1.124 -0.1 0.3 -0.9
S -2.006 0.694 1.359 -0.1 0.7 0.2
C 1.610 -0.108 0.638 2.2 0.3 1.6
N 0.615 -1.026 0.843 -3.3 0.3 -1.3
C -2.707 1.616 -0.074 0.4 -0.5 -0.6
C 1.591 1.055 -0.331 0.0 -0.9 -0.6
C -1.587 -3.336 -0.464 0.3 0.1 -0.2
C -1.918 -2.230 0.543 0.7 -0.6 0.5
P -0.962 -0.746 0.284 0.0 -0.2 -1.1
H 0.664 -1.475 1.724 0.7 -0.5 0.9
H -3.298 2.424 0.307 -0.3 0.3 0.5
H -1.919 2.038 -0.705 -0.1 -0.3 0.3
H -3.342 0.977 -0.696 0.2 0.0 0.3
H 0.872 1.758 0.084 0.0 0.3 -0.2
H 1.304 0.763 -1.343 -0.5 0.0 0.3
H 2.601 1.464 -0.441 -0.3 0.0 0.7
H -2.234 -4.195 -0.271 0.2 0.0 0.0
H -1.819 -2.968 -1.471 0.3 -0.2 0.2
H -0.518 -3.649 -0.423 -0.8 0.2 0.0
H -1.711 -2.556 1.574 -0.4 0.0 -0.1
H -2.957 -1.917 0.445 0.0 0.0 0.2
```
Forces are in eV/Å.